1.
C18H43AuN4O5SSi | ωB97M-V/def2-TZVPD

Structure (ORCA input):
```
! RIJCOSX wB97M-V def2-TZVPD def2/J DEFGRID3
* xyz 2 3
Au 0.229 0.173 -0.424
S -0.163 -2.253 -0.025
Si -0.711 -1.684 1.979
O -0.033 -0.162 1.946
O -2.359 -1.584 1.961
O -0.182 -2.613 3.155
O 3.524 -0.818 0.421
O 2.587 0.037 -1.353
N -0.361 0.036 -2.632
N -1.427 1.983 -0.323
N 3.479 -0.392 -0.668
N -3.549 -1.645 -0.227
C 1.224 0.129 4.048
C 1.202 1.864 2.253
C -2.724 -0.767 -2.452
C 0.384 0.816 2.983
C -3.575 0.826 -0.701
C -4.198 -0.472 3.025
C -1.777 0.294 -3.038
C -0.866 1.443 3.581
C -2.234 1.713 -2.658
C -2.817 -2.082 4.362
C 2.130 -3.408 2.942
C 0.724 -3.752 3.399
C -2.905 -0.506 -0.963
C 0.166 -4.957 2.658
C -4.277 -2.925 2.523
C -3.405 -1.767 2.993
C -2.634 1.927 -1.192
C 0.686 -3.964 4.899
H -1.933 -0.474 -0.512
H 2.169 -3.236 1.866
H 1.283 -4.840 5.165
H -4.547 -1.727 -0.400
H -4.523 0.913 -1.241
H -3.585 0.359 3.382
H -0.838 -5.199 3.020
H -3.353 -1.531 0.777
H 2.496 -2.518 3.461
H -1.459 2.436 -2.938
H -1.494 1.887 2.802
H -4.875 -2.652 1.644
H 1.491 2.661 2.940
H 2.801 -4.238 3.178
H -2.328 -3.056 4.372
H -3.681 -0.688 -2.976
H -3.620 -2.090 5.101
H -3.103 1.951 -3.273
H -3.089 -2.520 -0.486
H -3.783 0.962 0.366
H -3.172 2.870 -1.124
H 0.657 -0.641 4.574
H 0.619 2.320 1.441
H -4.588 -0.222 2.031
H -0.590 2.230 4.285
H -1.701 2.082 0.650
H 2.109 -0.329 3.602
H -0.062 -0.890 -2.930
H 0.807 -5.828 2.817
H -0.903 2.823 -0.551
H -1.822 0.217 -4.124
H 2.114 1.424 1.846
H 1.095 -3.096 5.422
H -2.321 -1.771 -2.636
H -5.052 -0.579 3.699
H 1.551 0.872 4.778
H -4.980 -3.209 3.310
H -2.088 -1.328 4.670
H 0.259 0.700 -3.094
H -0.339 -4.130 5.238
H -3.660 -3.797 2.289
H -1.454 0.701 4.123
H 0.122 -4.763 1.580
*
```

Values from the calculation:
Expectation value of S²: 2.0168
Energy above the lowest of the compared OMol25 structures with the same formula, charge and spin (kcal/mol): 14.0
HOMO level (spin up / spin down) (eV): -14.585 / -14.693
Total energy (Eh): -2129.7906

Löwdin population analysis, charges in e, atoms 1 to 5: 0.787 0.453 -0.069 -0.264 -0.218

---

2.
C4H8O2 | ωB97M-V/def2-TZVPD

Structure (ORCA input):
```
! RIJCOSX wB97M-V def2-TZVPD def2/J DEFGRID3
* xyz 0 1
O 0.493 -1.255 0.463
O -0.360 1.313 -0.438
C 0.843 1.123 0.275
C -1.374 0.301 -0.288
C -0.862 -1.143 -0.011
C 1.404 -0.268 0.028
H 1.575 1.848 -0.104
H -2.083 0.621 0.492
H -0.978 -1.777 -0.905
H 1.663 -0.379 -1.040
H -1.451 -1.600 0.794
H 0.716 1.279 1.361
H 2.319 -0.367 0.627
H -1.908 0.329 -1.246
*
```

Values from the calculation:
SMILES: C1COCCO1
Energy above the lowest of the compared OMol25 structures with the same formula, charge and spin (kcal/mol): 44.1
HOMO level (eV): -9.362
Total energy (Eh): -307.6421

Löwdin population analysis, charges in e, atoms 1 to 5: -0.143 -0.142 -0.201 -0.152 -0.152

---

3.
C19H19N3O5S2 | ωB97M-V/def2-TZVPD

Structure (ORCA input):
```
! RIJCOSX wB97M-V def2-TZVPD def2/J DEFGRID3
* xyz 0 1
S 3.772 -2.141 0.400
S 1.284 -0.929 1.458
O -3.252 -1.381 0.268
O 0.505 0.474 1.456
O -2.183 1.187 0.057
O 1.593 -1.089 2.734
O -2.965 -1.140 -1.800
N 0.535 -1.921 0.597
N -3.373 1.592 1.763
N -2.369 2.399 1.796
C -0.735 -2.294 1.634
C 0.179 2.414 -1.163
C 0.289 3.844 0.916
C -0.435 2.836 -0.006
C 2.821 -0.670 0.625
C 1.251 3.248 -1.578
C -0.646 -2.531 -1.338
C -1.611 2.212 0.457
C 0.135 -1.315 -0.975
C -3.204 0.694 0.556
C -4.089 -0.284 0.334
C 1.855 4.082 -0.910
C 1.459 4.156 0.315
C 4.528 0.156 -0.795
C 3.326 0.573 -0.114
C 4.971 -1.072 -0.470
C -1.561 -3.340 0.660
C -2.665 -1.766 -0.875
C -1.886 -2.836 -0.727
H -0.588 -0.519 -0.764
H -0.872 -4.377 0.753
H -0.516 -2.609 2.571
H 5.180 1.112 -1.169
H -4.736 0.033 -0.456
H 2.912 4.278 -1.104
H -2.241 -3.919 -1.276
H 1.032 -1.365 -1.192
H -1.452 -1.469 1.582
H -0.165 3.991 1.710
H 1.680 2.722 -2.478
H 5.800 -1.656 -0.839
H 0.143 -3.568 -1.539
H 1.876 5.035 1.165
H 2.845 1.421 -0.246
H -2.567 -3.455 1.307
H -0.654 -2.285 -2.528
H -4.938 -0.367 1.056
H -0.268 1.840 -1.830
*
```

Values from the calculation:
SMILES: O=C(OCc1nnc(-c2ccccc2)o1)C1CCN(S(=O)(=O)c2cccs2)CC1
Energy above the lowest of the compared OMol25 structures with the same formula, charge and spin (kcal/mol): 432.7
HOMO level (eV): -7.733
Total energy (Eh): -2071.5770

Löwdin population analysis, charges in e, atoms 1 to 5: 0.985 0.452 0.037 -0.356 0.135

---

4.
C6H9NO4S | ωB97M-V/def2-TZVPD

Structure (ORCA input):
```
! RIJCOSX wB97M-V def2-TZVPD def2/J DEFGRID3
* xyz 0 1
S 2.887 0.854 -2.815
O 2.061 1.810 0.643
O -0.833 -0.616 2.655
O 2.348 1.073 -4.156
O -0.358 0.518 -0.595
N 1.300 1.074 2.562
C -0.965 -0.380 1.453
C 1.252 1.125 1.259
C 1.568 0.018 -1.840
C -1.938 -1.100 0.580
C -0.073 0.485 0.714
C 0.545 1.029 -1.596
H -1.357 -1.713 -0.029
H 2.007 -0.258 -0.926
H -2.465 -1.956 1.174
H 2.010 1.606 2.932
H 0.702 0.381 3.105
H -2.686 -0.600 -0.186
H -0.176 1.197 -2.389
H 1.004 2.010 -1.384
H 1.203 -0.784 -2.402
*
```

Values from the calculation:
Energy above the lowest of the compared OMol25 structures with the same formula, charge and spin (kcal/mol): 22.6
HOMO level (spin up / spin down) (eV): -8.682 / -8.916
Total energy (Eh): -987.8284

Löwdin population analysis, charges in e, atoms 1 to 5: 0.936 0.039 0.045 -0.549 -0.033